Computed, not measured: 7 unconnected molecules or ions with the total composition C32H76BNO15P2 at a distorted geometry, with ωB97M-V/def2-TZVPD.

Kohn-Sham gap, eV: 7.82
Structure (SMILES): O=P(O)(O)PBCCCCn1cccc1.COCCOC.COCCOC.COCCOC.COCCOC.COCCOC.COCCOC
2S+1: 1
M, g mol⁻¹: 787.7
Total energy, eV: -85865.9217

Last columns: bonded neighbours and bond lengths (Å).
Positions of all 127 atoms, in Å:
1 O -6.96347 -1.90345 -5.40033  P2 1.493
2 P -6.55621 -2.57587 -6.66901  O1 1.493, O3 1.671, O4 1.653, P5 2.186
3 O -7.01793 -1.57329 -7.92416  P2 1.671, H16 0.978
4 O -7.25058 -4.06244 -6.87217  P2 1.653, H17 0.977
5 P -4.39039 -2.87436 -6.65761  P2 2.186, B6 1.901, H18 1.424
6 B -4.02849 -4.52810 -5.79169  P5 1.901, C7 1.619, H19 1.189
7 C -3.07366 -4.67708 -4.49221  B6 1.619, C8 1.580, H20 1.137, H21 1.119
8 C -3.04188 -3.35100 -3.63460  C7 1.580, C9 1.574, H22 1.126, H23 1.131
9 C -4.42583 -2.98597 -2.97938  C8 1.574, C10 1.598, H24 1.129, H25 1.128
10 C -4.43286 -1.51763 -2.34933  C9 1.598, N11 1.466, H26 1.127, H27 1.127
11 N -3.81513 -0.52543 -3.23442  C10 1.466, C12 1.391, C15 1.391
12 C -4.57128 0.16181 -4.17775  N11 1.391, C13 1.454, H28 1.115
13 C -3.69278 1.06999 -4.89703  C12 1.454, C14 1.495, H29 1.110
14 C -2.31466 0.87159 -4.35182  C13 1.495, C15 1.447, H30 1.107
15 C -2.48817 -0.11420 -3.30725  N11 1.391, C14 1.447, H31 1.109
16 H -6.30670 -0.90534 -7.98692  O3 0.978
17 H -6.86080 -4.53379 -7.63341  O4 0.977
18 H -3.90370 -1.75535 -5.92395  P5 1.424
19 H -4.53216 -5.51292 -6.22840  B6 1.189
20 H -2.02585 -4.80682 -4.91406  C7 1.137
21 H -3.28090 -5.60584 -3.90366  C7 1.119
22 H -2.69073 -2.53924 -4.33140  C8 1.126
23 H -2.29116 -3.39157 -2.79005  C8 1.131
24 H -4.65265 -3.67015 -2.11027  C9 1.129
25 H -5.28022 -2.98553 -3.71540  C9 1.128
26 H -5.51250 -1.21431 -2.23488  C10 1.127
27 H -4.00113 -1.51940 -1.30784  C10 1.127
28 H -5.66383 0.07427 -4.38451  C12 1.115
29 H -3.92236 1.79803 -5.70331  C13 1.110
30 H -1.33737 1.32037 -4.61283  C14 1.107
31 H -1.76266 -0.59653 -2.62114  C15 1.109
32 C 2.77813 -4.53922 -0.02844  O33 1.421, H38 1.091, H39 1.092, H40 1.095
33 O 1.70571 -4.91546 0.82388  C32 1.421, C34 1.423
34 C 0.65363 -3.95773 0.82853  O33 1.423, C35 1.520, H41 1.095, H42 1.095
35 C -0.50815 -4.40586 -0.04292  C34 1.520, O36 1.425, H43 1.095, H44 1.095
36 O -0.14279 -4.43835 -1.41970  C35 1.425, C37 1.420
37 C 0.12862 -5.75575 -1.87354  O36 1.420, H45 1.095, H46 1.092, H47 1.091
38 H 3.42432 -5.40659 -0.16753  C32 1.091
39 H 2.42541 -4.21003 -1.00857  C32 1.092
40 H 3.35979 -3.73984 0.44166  C32 1.095
41 H 1.02005 -2.97389 0.51675  C34 1.095
42 H 0.30304 -3.87346 1.86236  C34 1.095
43 H -1.32019 -3.67711 0.05274  C35 1.095
44 H -0.88918 -5.37921 0.28206  C35 1.095
45 H -0.80926 -6.30606 -2.00101  C37 1.095
46 H 0.78509 -6.29704 -1.18840  C37 1.092
47 H 0.62459 -5.68329 -2.84226  C37 1.091
48 C 6.10515 -1.20079 1.09521  O49 1.421, H54 1.091, H55 1.092, H56 1.095
49 O 4.83887 -1.43171 0.49409  C48 1.421, C50 1.424
50 C 3.79598 -0.70235 1.13336  O49 1.424, C51 1.520, H57 1.095, H58 1.095
51 C 3.41969 0.53694 0.33715  C50 1.520, O52 1.424, H59 1.095, H60 1.095
52 O 4.48066 1.48631 0.32175  C51 1.424, C53 1.420
53 C 5.20876 1.46534 -0.89670  O52 1.420, H61 1.095, H62 1.093, H63 1.091
54 H 6.87383 -1.58919 0.42628  C48 1.091
55 H 6.29136 -0.13700 1.25756  C48 1.092
56 H 6.16732 -1.73516 2.04876  C48 1.095
57 H 4.07544 -0.44016 2.15896  C50 1.095
58 H 2.92532 -1.36466 1.18131  C50 1.095
59 H 2.56738 1.02183 0.82375  C51 1.095
60 H 3.11963 0.27102 -0.68146  C51 1.095
61 H 4.62565 1.94866 -1.68699  C53 1.095
62 H 5.47052 0.44872 -1.19934  C53 1.093
63 H 6.13019 2.02959 -0.74867  C53 1.091
64 C 0.55961 4.12215 -3.50895  O65 1.418, H70 1.091, H71 1.093, H72 1.095
65 O -0.70764 3.89012 -4.10204  C64 1.418, C66 1.424
66 C -1.75008 4.61846 -3.46081  O65 1.424, C67 1.520, H73 1.095, H74 1.095
67 C -2.13245 5.85576 -4.25626  C66 1.520, O68 1.427, H75 1.093, H76 1.094
68 O -1.07041 6.80879 -4.27400  C67 1.427, C69 1.420
69 C -0.34542 6.79035 -5.49432  O68 1.420, H77 1.094, H78 1.092, H79 1.091
70 H 1.32545 3.73191 -4.18058  C64 1.091
71 H 0.74717 5.18672 -3.35000  C64 1.093
72 H 0.62644 3.58977 -2.55396  C64 1.095
73 H -1.46849 4.88312 -2.43641  C66 1.095
74 H -2.61820 3.95377 -3.40978  C66 1.095
75 H -2.98353 6.33786 -3.76803  C67 1.093
76 H -2.43540 5.59045 -5.27396  C67 1.094
77 H -0.93121 7.27350 -6.28246  C69 1.094
78 H -0.08303 5.77441 -5.79846  C69 1.092
79 H 0.57563 7.35591 -5.34807  C69 1.091
80 C 0.41625 -4.45885 4.99759  O81 1.420, H86 1.090, H87 1.092, H88 1.095
81 O 0.01200 -3.19211 4.49820  C80 1.420, C82 1.424
82 C -1.33962 -2.88635 4.82602  O81 1.424, C83 1.520, H89 1.095, H90 1.095
83 C -1.41475 -1.92160 5.99769  C82 1.520, O84 1.423, H91 1.094, H92 1.095
84 O -0.94050 -2.52694 7.19506  C83 1.423, C85 1.419
85 C 0.38346 -2.12208 7.50692  O84 1.419, H93 1.095, H94 1.093, H95 1.090
86 H 1.50227 -4.52241 4.92203  C80 1.090
87 H 0.13225 -4.59417 6.04343  C80 1.092
88 H -0.02425 -5.25617 4.38997  C80 1.095
89 H -1.90778 -3.79926 5.03107  C82 1.095
90 H -1.78245 -2.40532 3.94801  C82 1.095
91 H -2.46215 -1.65389 6.16856  C83 1.094
92 H -0.86309 -1.00125 5.78125  C83 1.095
93 H 0.37477 -1.09995 7.89865  C85 1.095
94 H 1.04490 -2.18018 6.63873  C85 1.093
95 H 0.76944 -2.78799 8.27935  C85 1.090
96 C 5.99667 -3.01834 5.96444  O97 1.419, H102 1.090, H103 1.092, H104 1.095
97 O 5.58541 -1.75398 5.46766  C96 1.419, C98 1.423
98 C 4.23797 -1.44646 5.80692  O97 1.423, C99 1.523, H105 1.095, H106 1.095
99 C 4.16958 -0.47646 6.97947  C98 1.523, O100 1.424, H107 1.095, H108 1.094
100 O 4.64874 -1.07903 8.17723  C99 1.424, C101 1.420
101 C 5.97336 -0.67768 8.49366  O100 1.420, H109 1.094, H110 1.093, H111 1.091
102 H 7.08171 -3.08075 5.87635  C96 1.090
103 H 5.72542 -3.15197 7.01400  C96 1.092
104 H 5.54960 -3.81736 5.36373  C96 1.095
105 H 3.67058 -2.35896 6.01779  C98 1.095
106 H 3.78933 -0.96724 4.93096  C98 1.095
107 H 3.12268 -0.20928 7.15615  C99 1.095
108 H 4.71898 0.44404 6.75883  C99 1.094
109 H 5.96882 0.34386 8.88628  C101 1.094
110 H 6.63689 -0.73820 7.62783  C101 1.093
111 H 6.35276 -1.34661 9.26687  C101 1.091
112 C -2.39730 7.53970 -1.27163  O113 1.422, H118 1.091, H119 1.092, H120 1.093
113 O -1.80478 6.56411 -0.42431  C112 1.422, C114 1.423
114 C -0.42530 6.81826 -0.18360  O113 1.423, C115 1.520, H121 1.095, H122 1.095
115 C -0.20693 7.44961 1.18202  C114 1.520, O116 1.424, H123 1.095, H124 1.095
116 O -0.76478 8.75816 1.24421  C115 1.424, C117 1.419
117 C -2.01159 8.78390 1.92192  O116 1.419, H125 1.095, H126 1.093, H127 1.091
118 H -3.48101 7.42227 -1.22135  C112 1.091
119 H -2.14518 8.55663 -0.96292  C112 1.092
120 H -2.07403 7.37729 -2.30284  C112 1.093
121 H -0.00004 7.44255 -0.97602  C114 1.095
122 H 0.08639 5.85046 -0.20660  C114 1.095
123 H 0.86913 7.55501 1.35249  C115 1.095
124 H -0.61313 6.81463 1.97577  C115 1.095
125 H -1.85096 8.68836 3.00044  C117 1.095
126 H -2.68143 7.99302 1.57623  C117 1.093
127 H -2.48330 9.74699 1.72373  C117 1.091

These are the Löwdin partial charges, in e, on atoms 1 to 2: O -0.36; P 0.33